1.
ORCA calculation (the ωB97M-V functional and the def2-TZVPD basis) on a structure of composition C12H18As2CaF15N2O14 in a non-equilibrium geometry.

The geometry in XYZ format:
```
64
Properties=species:S:1:pos:R:3:forces:R:3:lowdin_charge:R:1
Ca -0.0378 1.0893 0.6032 0.4317 1.6631 1.9791 1.483
As -3.5777 0.5910 2.7948 1.9953 0.6160 0.7010 0.820
F -4.9893 0.5442 3.8771 0.3792 0.1477 -0.8329 -0.307
F -4.5048 0.5864 1.3009 -0.5189 -0.0386 0.5185 -0.275
F -2.1287 0.5092 1.7289 -0.7097 0.1796 0.1280 -0.339
F -2.4800 0.5580 4.1582 -1.0947 0.1267 -0.6344 -0.243
F -3.5809 -1.1589 2.7867 -0.3710 0.1098 -0.1500 -0.282
F -3.5936 2.3507 2.7721 -0.2383 -1.3270 -0.0073 -0.249
As 3.1027 2.9469 2.7015 -0.1695 0.3524 -0.2617 0.840
F 1.8477 2.1774 1.6089 1.8350 0.7996 0.5123 -0.336
F 2.1355 2.4567 4.0310 0.2924 0.1656 -0.0518 -0.232
F 4.2732 3.6656 3.8604 -0.3423 -0.1771 -0.4880 -0.333
F 4.1748 3.4053 1.3749 -0.7031 -0.3353 0.4689 -0.279
F 2.3004 4.4944 2.5642 0.4173 -0.9058 0.1133 -0.244
F 4.0506 1.4529 2.7985 -0.5431 0.2439 -0.0856 -0.287
C 1.0113 -0.8581 2.8818 -0.4528 2.6727 0.8458 -0.499
O 1.7507 -0.5556 1.6587 0.0710 -0.6867 -0.9007 -0.197
O 0.4466 0.2887 3.1893 -0.9179 -1.8540 -0.8686 -0.167
C 0.0613 -2.0903 2.6029 -0.0273 1.6126 0.9906 -0.539
F -0.7659 -1.9062 1.5542 0.4261 -0.3599 -0.4002 0.109
F 0.7686 -3.2357 2.4230 -0.1515 -0.5124 -0.3811 0.084
F -0.7470 -2.2970 3.6605 0.2384 -0.3399 -0.0427 0.118
C 2.7141 -1.4113 1.1068 0.0447 0.7031 -0.8287 -0.289
C 3.6979 -0.5238 0.3289 1.6515 -1.0696 1.2658 -0.070
H 3.2824 0.3704 -0.1267 0.0930 -0.0678 -0.1468 0.076
H 4.4878 -0.3055 1.0565 -0.6061 1.2821 0.3165 0.058
H 4.4156 -1.1147 -0.2615 -0.9091 -0.2104 -1.1044 0.056
H 2.2205 -2.1069 0.4151 0.1608 -0.4426 0.2831 0.089
H 3.2958 -1.9050 1.8921 -0.3098 -0.4250 0.0016 0.115
H 1.7234 -1.1263 3.6841 0.4125 -0.9474 -0.1583 0.145
N -0.6522 4.0986 2.2174 -0.5795 -0.0655 -0.6021 -0.584
O -0.7837 3.6702 3.3641 0.2744 0.8666 -0.0561 -0.017
O -0.5791 5.3126 1.9051 -0.1059 -0.6081 0.8383 -0.077
O -0.6718 3.2614 1.2635 -0.0194 -0.3513 -0.4155 -0.223
N 2.0322 3.2223 -1.1199 0.2814 1.5243 1.8564 -0.602
O 1.6891 4.2342 -0.4932 -0.3885 -0.8320 -0.9654 -0.007
O 3.1920 3.1526 -1.5477 0.1577 -0.7533 -1.0165 -0.075
O 1.2376 2.2281 -1.2372 -0.0687 -0.3641 -0.2820 -0.190
C 2.1793 -3.8783 -3.5097 0.9735 -0.3032 0.4194 -0.030
C 2.2573 -2.3624 -3.4242 -0.9523 0.1128 -1.6684 -0.313
C 1.1578 -1.7565 -4.3060 -0.9937 -0.0603 0.8460 -0.087
O 0.6111 -0.7350 -3.4420 -0.0448 -0.1836 -1.4147 0.087
C 1.0023 -0.9612 -2.1764 -0.3754 0.9496 0.2587 -0.534
O 0.5420 -0.3816 -1.2491 -0.0434 -0.6857 -0.0890 0.095
O 1.9578 -1.8890 -2.1317 0.1812 -0.6017 0.4125 0.105
H 1.1899 -4.3297 -3.4301 -0.2639 0.6374 0.4563 0.083
H 2.7978 -4.2580 -2.6948 0.0201 -0.3788 -0.1854 0.087
H 2.5227 -4.2808 -4.4656 0.4775 0.3367 -0.0030 0.080
H 3.1720 -1.8726 -3.7606 0.5173 -0.6672 0.3342 0.161
H 0.3665 -2.4854 -4.5009 -0.1416 -0.0790 0.2319 0.116
H 1.4440 -1.4277 -5.3031 0.3627 0.7269 0.3471 0.128
C -4.6098 -1.8636 -1.4458 -0.0171 -0.8674 -0.9341 -0.027
C -3.6572 -0.8591 -2.1358 -1.7751 -1.5455 3.0957 -0.299
C -4.4541 0.2113 -2.8389 0.9309 1.5590 -0.7670 -0.087
O -3.7456 1.4055 -2.4378 0.2335 0.0723 -0.8553 0.063
C -2.9078 1.1087 -1.4203 -0.5683 0.2023 1.7864 -0.544
O -2.2102 1.8795 -0.8515 0.3580 -0.1268 -0.6290 0.165
O -3.1348 -0.1672 -1.0077 1.0491 0.8771 -0.8851 0.042
H -4.1195 -2.5109 -0.7191 0.3861 0.1221 -0.1668 0.087
H -5.0636 -2.5050 -2.2115 -0.0682 -0.0950 0.0483 0.070
H -5.4177 -1.3928 -0.8879 0.1787 0.4806 -0.1637 0.086
H -2.7820 -1.3492 -2.5671 -0.4411 0.1287 -0.9623 0.156
H -5.4820 0.4067 -2.5316 -0.0309 -0.8166 0.3356 0.133
H -4.4352 0.1820 -3.9302 0.1118 -0.1868 0.0135 0.123
```
Forces are in eV/Å.

## Properties
Calculated total energy = -225262.013 eV
HOMO level = 0.0250 Ha
Energy above the lowest of the compared OMol25 structures with the same formula, charge and spin = 0.0 kcal/mol
Total charge = -3
HOMO-LUMO gap = 4.00 eV



2.
ORCA calculation (the ωB97M-V functional and the def2-TZVPD basis) on a cluster of 2 separate species, C12H18BCl3N2O3 in total in a non-equilibrium geometry.

The geometry in XYZ format:
```
39
Properties=species:S:1:pos:R:3:forces:R:3:lowdin_charge:R:1
Cl 4.8895 -2.5714 2.9049 -0.2225 0.3399 0.1074 0.534
B 4.0156 -0.9617 3.0249 1.2836 0.2775 -0.3828 -1.849
Cl 4.3152 -0.0563 4.6081 -0.3747 -0.2999 -0.2993 0.520
Cl 4.5272 0.1775 1.5806 -0.1166 -0.1481 0.3967 0.508
O 2.5625 -1.2796 2.8327 -2.0264 1.2692 -0.0701 -0.069
C 1.6489 -0.3864 2.6839 1.1320 -1.4317 0.8939 -0.035
C 0.2632 -0.7546 2.8010 -0.4176 -0.0848 0.6191 -0.164
C -0.6946 0.2761 2.9573 0.3574 -0.4337 -0.4537 0.000
C -2.0417 -0.0487 3.0959 -0.1846 -0.0971 -0.0286 -0.059
C -2.4534 -1.3918 3.1418 0.8354 0.2561 -0.1728 -0.036
C -1.4820 -2.4107 3.0980 -0.0393 0.1394 -0.0632 -0.051
C -0.1325 -2.1070 2.9628 -0.0854 0.2868 -0.2261 0.022
H 1.9570 0.6656 2.6158 -0.0733 -0.2533 -0.1829 0.143
H -0.3275 1.3062 2.9575 -0.3861 -0.2530 -0.1303 0.126
H -2.7909 0.7431 3.1322 0.2550 -0.2037 0.1187 0.111
H -3.5148 -1.6408 3.2066 0.3811 0.0881 0.0213 0.115
H -1.7855 -3.4549 3.1408 0.0370 0.2433 0.1071 0.112
H 0.6241 -2.8956 2.9797 -0.2722 0.2986 -0.1799 0.135
C -2.2764 0.6242 -2.3985 -0.2472 -0.3504 0.3382 -0.034
C -1.1646 1.3327 -3.1394 0.2727 0.1517 0.1593 -0.578
C -0.9064 0.6984 -4.4856 0.2201 -0.3232 -0.4420 -0.031
C -1.5141 2.7997 -3.3015 0.0726 0.3801 0.0662 -0.037
O 0.0845 1.3217 -2.3168 -0.4906 -0.4824 -0.3045 0.017
C 0.5827 0.1180 -1.9184 1.2047 0.3065 1.0151 -0.529
N 1.5829 0.3047 -0.9723 -2.2261 1.7468 -1.8393 -0.008
N 2.1582 -0.7811 -0.4189 1.0655 -2.6062 1.4384 0.014
O 0.2540 -0.9990 -2.2873 -0.0699 0.5677 0.2288 0.057
H -2.4447 1.0902 -1.4166 0.0844 -0.1707 -0.2053 0.093
H -3.2118 0.7019 -2.9683 0.2353 0.0154 0.0736 0.095
H -2.0302 -0.4367 -2.2774 -0.1561 0.2649 0.0743 0.083
H -0.1102 1.2308 -5.0250 -0.1411 -0.1848 0.1886 0.097
H -0.6333 -0.3543 -4.3539 -0.0044 0.2849 -0.1572 0.083
H -1.8125 0.7464 -5.1039 0.1381 0.0371 0.1855 0.095
H -0.7304 3.3444 -3.8355 -0.0006 -0.0716 0.1500 0.090
H -2.4370 2.9126 -3.8803 0.1276 -0.1960 0.0436 0.093
H -1.6899 3.2719 -2.3306 0.1443 -0.0379 -0.0695 0.088
H 1.9874 1.2181 -0.8129 -0.0932 -0.3513 -0.1513 0.154
H 2.8724 -0.6637 0.3128 -0.6145 -0.0330 -1.1428 -0.011
H 1.8592 -1.6901 -0.7941 0.3957 1.0591 0.2756 0.109
```
Forces are in eV/Å.

## Properties
Calculated total energy = -60105.318 eV
HOMO level = -0.2810 Ha
Energy above the lowest of the compared OMol25 structures with the same formula, charge and spin = 31.9 kcal/mol
Total charge = 0
HOMO-LUMO gap = 5.51 eV



3.
ORCA calculation (the ωB97M-V functional and the def2-TZVPD basis) on a structure of composition C12H18I2LuO5STl in a non-equilibrium geometry.

The geometry in XYZ format:
```
40
Properties=species:S:1:pos:R:3:forces:R:3:lowdin_charge:R:1
I 0.8758 -3.5374 -0.1949 1.1529 -2.3460 -0.2971 0.917
I 1.0810 3.8006 -0.1858 1.2638 1.7376 -0.2684 1.080
Tl -0.3360 1.6111 0.1861 4.3545 -0.3659 -1.7400 0.214
Lu -0.1740 -1.1128 0.1828 2.2577 -0.6474 1.6188 0.702
S 0.7872 0.1844 -1.7409 0.5417 -0.2408 2.8694 0.731
C -2.1361 -1.7778 -1.2214 -1.9480 -0.9624 -1.7596 -0.049
C -1.7967 -1.8414 1.6687 -1.8988 -1.2662 2.3756 -0.078
C 0.1141 0.1627 -3.3542 -1.2814 0.8833 -1.2950 -0.910
C 0.9507 1.2677 -3.9571 0.5365 0.3820 -0.9250 -0.111
C -1.3860 0.4395 -3.5374 -0.1686 0.2143 -0.5042 -0.051
C 0.5016 -1.2180 -3.8562 0.6322 -0.7159 0.2772 -0.070
C -1.4534 2.1413 1.7974 -6.5203 5.1889 11.3361 -0.050
C -2.0868 2.1796 -0.9725 -9.9446 6.5455 -7.1382 -0.010
O -2.3445 -2.3415 2.5087 0.3648 0.5172 -1.0493 0.272
O -2.9281 -2.1813 -1.9160 1.4097 0.6810 1.3712 0.244
O -1.9871 2.6601 2.7389 3.9327 -3.8812 -7.5230 0.289
O -2.9269 2.8074 -1.5902 7.0562 -5.3521 5.2091 0.243
H 0.7073 1.3500 -5.0134 0.1276 0.1872 -0.1830 0.129
H 2.0194 1.0372 -3.8475 -0.1949 0.1514 -0.2465 0.107
H 0.7587 2.2332 -3.4628 -0.0707 -0.2337 -0.2726 0.085
H -1.7427 -0.1878 -4.3776 0.0437 0.4336 0.3796 0.134
H -1.5480 1.4977 -3.8187 -0.0172 -0.5445 0.1629 0.113
H -2.0144 0.1956 -2.6759 0.0840 -0.0001 -0.0867 0.024
H 0.2763 -1.2670 -4.9272 0.1140 0.0127 0.0734 0.140
H -0.0421 -2.0307 -3.3435 -0.0102 0.2953 -0.2370 0.081
H 1.5794 -1.3909 -3.7074 -0.2326 -0.0885 -0.2909 0.109
C -0.2055 0.2560 3.7348 0.6299 -0.6487 -0.2694 -0.018
C 1.0932 -0.2367 3.0291 -1.0958 -0.2933 2.5577 -0.688
C 2.2484 0.4587 3.7229 -0.2828 -0.4527 -0.4590 0.014
C 1.2444 -1.7618 3.2163 -0.2577 0.7100 -0.5189 -0.005
O 1.0186 0.0381 1.6575 -1.7936 -0.3608 -3.5305 -0.402
H -0.2313 -0.1123 4.7558 -0.0385 0.0488 0.1710 0.129
H -1.1250 -0.1023 3.2622 -0.0680 -0.0590 -0.1439 0.049
H -0.2219 1.3324 3.7844 0.1290 0.3559 0.1611 0.072
H 2.2487 0.2209 4.7789 -0.0111 -0.0346 0.2216 0.123
H 3.1699 0.1301 3.2985 0.8343 -0.1864 -0.2377 0.102
H 2.1733 1.5175 3.6092 -0.0259 0.8599 -0.0122 0.092
H 0.4325 -2.3321 2.7406 -0.3279 -0.0184 -0.0233 0.032
H 2.1650 -2.0762 2.7630 0.6768 -0.2468 -0.0843 0.095
H 1.2409 -2.0138 4.2650 0.0469 -0.2592 0.3107 0.123
```
Forces are in eV/Å.

## Properties
Calculated total energy = -88271.892 eV
HOMO level (spin up / spin down) = -0.8283 / -0.8258 Ha
Energy above the lowest of the compared OMol25 structures with the same formula, charge and spin = 57.4 kcal/mol
Total charge = +4
HOMO-LUMO gap (spin up / spin down) = 4.84 / 5.08 eV